C4H8N2O | the ωB97M-V functional and the def2-TZVPD basis

```
! RIJCOSX wB97M-V def2-TZVPD def2/J DEFGRID3
* xyz 0 1
O 0.774 0.788 -2.206
C 1.010 1.232 -0.925
N 0.514 0.393 0.034
C -0.853 0.427 0.690
C -1.209 -0.956 1.086
C 0.115 -1.688 0.536
N 0.873 -0.860 -0.054
H 1.297 0.033 -2.378
H 0.668 2.265 -0.878
H 2.129 1.355 -0.787
H -1.554 0.766 -0.083
H -0.783 1.085 1.494
H -2.080 -1.145 0.634
H -1.214 -1.065 2.110
H 0.313 -2.630 0.728
*
```

Summary:
Molar mass, g/mol: 100.1
HOMO-LUMO gap, Ha: 0.3372
Structure (SMILES): OCN1CCC=N1